Entry from the OMol25 dataset: 6 unconnected molecules or ions with the total composition C12H40N3O6 in a non-equilibrium geometry (ωB97M-V/def2-TZVPD).

LUMO   -2.23 eV
Total charge   +1
Gap between HOMO and LUMO   0.373 hartree
Energy relative to the best compared isomer or geometry (same formula, charge and spin)   36.9 kcal per mole
Largest force on an atom   3.9 eV/A
HOMO level   -12.4 eV
Total energy   -29839.67048 eV

CARTESIAN COORDINATES (ANGSTROEM)
1 O -20.44 -0.21 -14.20
2 H -20.19 -1.10 -14.45
3 H -20.28 0.05 -13.29
4 H -19.89 0.38 -14.71
5 C -16.76 0.25 -14.34
6 C -17.49 1.55 -14.37
7 C -18.13 1.96 -15.67
8 O -19.22 1.14 -15.97
9 C -20.05 1.54 -17.17
10 N -18.48 1.53 -13.32
11 H -15.87 0.28 -14.97
12 H -17.32 -0.59 -14.77
13 H -16.56 -0.04 -13.31
14 H -16.71 2.26 -14.07
15 H -17.40 1.99 -16.47
16 H -18.53 2.97 -15.55
17 H -20.89 0.85 -17.28
18 H -19.47 1.53 -18.10
19 H -20.35 2.59 -17.11
20 H -18.08 1.11 -12.50
21 H -18.91 2.39 -13.00
22 C -21.64 -3.37 -15.35
23 C -20.45 -3.15 -16.14
24 C -20.70 -2.47 -17.56
25 O -19.50 -2.53 -18.41
26 C -19.55 -1.69 -19.57
27 N -19.47 -2.37 -15.38
28 H -22.26 -4.11 -15.86
29 H -22.21 -2.44 -15.31
30 H -21.41 -3.70 -14.34
31 H -20.05 -4.16 -16.23
32 H -20.94 -1.45 -17.24
33 H -21.58 -2.91 -18.03
34 H -20.30 -1.82 -20.35
35 H -18.57 -1.65 -20.03
36 H -19.66 -0.66 -19.24
37 H -18.96 -2.95 -14.74
38 H -18.76 -2.13 -16.06
39 C -20.82 -1.00 -9.36
40 C -20.02 -0.52 -10.56
41 C -18.82 -1.39 -10.92
42 O -17.93 -1.78 -9.85
43 C -17.20 -0.69 -9.26
44 N -21.02 -0.24 -11.54
45 H -20.13 -1.24 -8.56
46 H -21.37 -1.88 -9.71
47 H -21.48 -0.29 -8.86
48 H -19.63 0.42 -10.16
49 H -18.25 -0.79 -11.63
50 H -19.15 -2.30 -11.43
51 H -17.92 0.00 -8.82
52 H -16.67 -0.29 -10.12
53 H -16.61 -1.13 -8.46
54 H -21.72 0.37 -11.15
55 H -21.50 -1.13 -11.55
56 O -23.19 0.90 -14.22
57 H -23.25 0.53 -13.34
58 H -23.95 1.48 -14.29
59 O -21.30 2.77 -13.38
60 H -21.27 3.17 -14.25
61 H -21.89 2.02 -13.48

Entry from the OMol25 dataset: 8 unconnected molecules or ions with the total composition C12H40O12 in a non-equilibrium geometry (ωB97M-V/def2-TZVPD).

Spin multiplicity   2
LUMO (alpha / beta)   -2.50 / -9.27 eV
Total charge   +1
Gap between HOMO and LUMO (alpha / beta)   0.339 / 0.090 hartree
Largest force on an atom   3.8 eV/A
HOMO level (alpha / beta)   -11.7 / -11.7 eV
Total energy   -37646.68442 eV
<S²>   0.756

CARTESIAN COORDINATES (ANGSTROEM)
1 C 0.48 0.84 -0.05
2 O -0.20 -0.43 -0.23
3 H -0.07 1.78 -0.07
4 H 0.84 0.76 0.97
5 H 1.27 0.80 -0.79
6 H -0.51 -0.54 -1.13
7 C 2.35 -1.10 3.44
8 O 2.33 -2.36 4.15
9 H 3.04 -1.00 2.61
10 H 1.29 -0.96 3.20
11 H 2.61 -0.21 4.02
12 H 1.88 -2.21 4.98
13 C 2.84 2.68 -3.47
14 O 2.17 3.90 -3.99
15 H 3.65 2.25 -4.06
16 H 3.27 3.04 -2.53
17 H 2.16 1.84 -3.36
18 H 2.24 4.57 -3.31
19 C 1.11 3.94 1.73
20 O 0.76 5.29 1.49
21 H 1.59 3.57 2.64
22 H 0.20 3.39 1.50
23 H 1.62 3.66 0.81
24 H 0.64 5.73 2.34
25 C -0.70 4.46 -1.51
26 C -1.08 3.67 -2.68
27 O -0.75 4.26 -3.97
28 O -0.99 5.83 -1.66
29 H 0.37 4.31 -1.36
30 H -1.13 4.08 -0.59
31 H -2.15 3.47 -2.63
32 H -0.62 2.69 -2.56
33 H 0.18 4.22 -4.19
34 H -0.63 5.84 -2.55
35 C -0.28 -3.93 1.05
36 C 1.20 -3.83 1.24
37 O 1.57 -4.67 2.32
38 O -0.65 -4.78 -0.08
39 H -0.64 -2.92 0.87
40 H -0.61 -4.22 2.05
41 H 1.56 -2.81 1.37
42 H 1.65 -4.32 0.38
43 H 1.92 -4.18 3.08
44 H -1.57 -4.98 0.11
45 C -0.70 -2.65 -3.25
46 C -2.06 -2.45 -2.58
47 O -2.91 -2.87 -3.54
48 O -0.32 -1.58 -4.05
49 H -0.56 -3.58 -3.78
50 H 0.06 -2.71 -2.47
51 H -2.27 -1.48 -2.13
52 H -2.27 -3.13 -1.76
53 H -2.76 -2.37 -4.35
54 H -0.73 -1.62 -4.92
55 C -2.01 -2.27 3.89
56 C -2.10 -1.13 2.83
57 O -2.56 -1.54 1.52
58 O -1.23 -1.91 5.04
59 H -1.44 -3.09 3.47
60 H -3.02 -2.61 4.11
61 H -1.11 -0.70 2.69
62 H -2.60 -0.24 3.19
63 H -2.34 -0.89 0.86
64 H -1.28 -2.63 5.67

Entry from the OMol25 dataset: 8 unconnected molecules or ions with the total composition C12H40O8 in a non-equilibrium geometry (ωB97M-V/def2-TZVPD).

Spin multiplicity   2
LUMO (alpha / beta)   2.60 / 2.53 eV
Total charge   -1
Gap between HOMO and LUMO (alpha / beta)   0.094 / 0.354 hartree
Energy relative to the best compared isomer or geometry (same formula, charge and spin)   7.0 kcal per mole
Largest force on an atom   1.9 eV/A
HOMO level (alpha / beta)   0.1 / -7.1 eV
Total energy   -29470.48630 eV
<S²>   0.751

CARTESIAN COORDINATES (ANGSTROEM)
1 C -0.40 -1.56 -0.20
2 O 0.78 -1.73 0.49
3 H -1.14 -2.22 0.27
4 H -0.67 -0.50 -0.17
5 H -0.27 -1.84 -1.24
6 H 1.40 -1.03 0.25
7 C 3.94 2.44 1.14
8 O 2.86 1.61 1.53
9 H 4.66 1.96 0.47
10 H 3.64 3.36 0.66
11 H 4.43 2.82 2.04
12 H 2.73 0.89 0.90
13 C -3.83 -2.21 1.55
14 O -3.85 -2.28 0.17
15 H -3.04 -1.63 2.03
16 H -4.75 -1.79 1.94
17 H -3.82 -3.23 1.95
18 H -3.38 -3.09 -0.07
19 C 1.98 -3.58 -3.28
20 C 2.66 -2.71 -4.34
21 C 2.06 -1.30 -4.45
22 O 4.04 -2.78 -4.15
23 H 0.96 -3.82 -3.59
24 H 1.96 -3.06 -2.33
25 H 2.53 -4.51 -3.13
26 H 2.50 -3.18 -5.31
27 H 2.65 -0.62 -5.06
28 H 2.09 -0.89 -3.45
29 H 1.01 -1.29 -4.73
30 H 4.44 -2.68 -5.02
31 C -0.34 0.69 2.66
32 C -0.24 2.23 2.82
33 C -1.25 2.87 3.80
34 O 1.09 2.51 3.34
35 H -0.27 0.15 3.61
36 H 0.38 0.29 1.95
37 H -1.27 0.35 2.21
38 H -0.35 2.66 1.83
39 H -2.22 2.98 3.31
40 H -0.87 3.85 4.12
41 H -1.50 2.24 4.65
42 H 1.78 2.19 2.76
43 C -2.12 2.17 -1.30
44 C -3.57 2.39 -0.85
45 C -3.86 1.75 0.54
46 O -3.73 3.78 -0.92
47 H -1.90 1.12 -1.52
48 H -1.37 2.41 -0.55
49 H -1.96 2.81 -2.17
50 H -4.23 1.93 -1.58
51 H -4.76 2.17 0.99
52 H -2.98 1.90 1.16
53 H -4.05 0.69 0.36
54 H -3.08 4.12 -0.29
55 O 1.74 -3.10 2.60
56 H 1.27 -2.55 1.97
57 H 2.62 -3.19 2.24
58 O 2.79 -0.29 -0.54
59 H 3.00 0.42 -1.14
60 H 3.12 -1.08 -0.97

Entry from the OMol25 dataset: a molecular structure, C12H41B2CoNO8 in a non-equilibrium geometry (ωB97M-V/def2-TZVPD).

Spin multiplicity   4
LUMO (alpha / beta)   -0.29 / -0.30 eV
Gap between HOMO and LUMO (alpha / beta)   0.221 / 0.269 hartree
Largest force on an atom   14.7 eV/A
HOMO level (alpha / beta)   -6.3 / -7.6 eV
Total energy   -69925.52885 eV
<S²>   3.764

CARTESIAN COORDINATES (ANGSTROEM)
1 Co 0.14 0.18 -0.66
2 B -0.94 -0.27 0.62
3 H -1.22 -1.26 0.95
4 H 0.11 -0.09 0.78
5 H -1.31 -0.06 -0.37
6 H -1.36 0.45 1.30
7 B -0.06 1.84 -0.37
8 H 0.39 2.40 -1.18
9 H 0.71 1.23 0.08
10 H -0.43 2.45 0.45
11 H -0.85 1.25 -0.78
12 C 1.73 0.99 2.60
13 C 2.94 0.02 2.83
14 O 3.29 -0.73 1.73
15 O 0.57 0.15 2.65
16 H 1.97 1.28 1.58
17 H 1.75 1.80 3.33
18 H 2.72 -0.75 3.57
19 H 3.79 0.63 3.15
20 H 4.03 -1.31 1.95
21 H 0.74 -0.59 2.05
22 C -3.34 0.02 -1.50
23 C -4.23 -1.11 -1.05
24 O -4.54 -1.09 0.31
25 O -3.67 1.34 -1.19
26 H -3.57 -0.07 -2.56
27 H -2.30 -0.25 -1.32
28 H -3.64 -1.97 -1.37
29 H -5.12 -1.08 -1.68
30 H -3.72 -1.18 0.80
31 H -4.41 1.38 -0.57
32 C -3.27 -0.27 2.21
33 C -3.75 1.04 1.43
34 O -2.60 1.75 1.00
35 O -2.67 -1.28 1.41
36 H -3.98 -0.81 2.82
37 H -2.56 0.13 2.94
38 H -4.28 1.72 2.10
39 H -4.51 0.74 0.71
40 H -1.90 1.14 0.77
41 H -1.75 -1.10 1.22
42 C 3.57 0.75 -4.34
43 O 2.92 1.36 -3.29
44 C 3.64 1.54 -2.08
45 C 2.56 1.56 -0.92
46 N 1.74 0.36 -1.03
47 C 2.27 -0.63 -0.09
48 C 1.51 -2.00 -0.09
49 O 0.13 -1.70 0.01
50 C -0.72 -2.91 -0.06
51 H 4.01 -0.22 -4.12
52 H 4.36 1.49 -4.48
53 H 3.07 0.60 -5.29
54 H 4.27 2.43 -2.14
55 H 4.42 0.78 -1.96
56 H 1.90 2.43 -0.95
57 H 2.95 1.53 0.10
58 H 1.95 0.11 -1.98
59 H 2.23 -0.30 0.95
60 H 3.32 -0.86 -0.29
61 H 2.06 -2.54 0.68
62 H 1.85 -2.39 -1.05
63 H -1.78 -2.77 -0.26
64 H -0.73 -3.68 0.72
65 H -0.39 -3.61 -0.83

Entry from the OMol25 dataset: 9 unconnected molecules or ions with the total composition C12H42N2O9 in a non-equilibrium geometry (ωB97M-V/def2-TZVPD).

Structure (SMILES)   NC(N)=O.CCO.CCO.CCO.CO.CO.CO.CO.CO
LUMO   0.35 eV
Gap between HOMO and LUMO   0.337 hartree
Energy relative to the best compared isomer or geometry (same formula, charge and spin)   13.7 kcal per mole
Largest force on an atom   7.4 eV/A
HOMO level   -8.8 eV
Total energy   -34528.45634 eV

CARTESIAN COORDINATES (ANGSTROEM)
1 C 0.20 -4.11 3.13
2 C -0.48 -4.02 4.49
3 O -1.58 -3.21 4.32
4 H -0.46 -4.46 2.32
5 H 1.01 -4.79 3.23
6 H 0.59 -3.15 2.79
7 H 0.20 -3.63 5.26
8 H -0.77 -5.01 4.89
9 H -1.93 -3.13 5.21
10 C 1.39 -1.81 -0.55
11 C 1.55 -0.38 -1.02
12 O 0.38 0.31 -0.57
13 H 1.31 -2.02 0.56
14 H 2.23 -2.39 -0.83
15 H 0.54 -2.17 -1.04
16 H 1.60 -0.32 -2.12
17 H 2.47 0.11 -0.57
18 H -0.21 0.45 -1.31
19 C 2.35 2.98 -0.91
20 C 2.20 4.48 -1.06
21 O 1.98 5.07 0.19
22 H 1.56 2.68 -0.27
23 H 3.27 2.79 -0.44
24 H 2.26 2.50 -1.89
25 H 1.47 4.78 -1.78
26 H 3.11 5.02 -1.39
27 H 2.12 6.00 0.00
28 C -1.83 -1.58 1.18
29 O -2.22 -1.33 -0.14
30 N -2.60 -2.24 2.02
31 N -0.78 -1.05 1.74
32 H -3.52 -2.61 1.74
33 H -2.25 -2.58 2.95
34 H -0.16 -0.57 1.14
35 H -0.42 -1.22 2.70
36 C -1.05 3.29 -1.88
37 O -0.60 3.48 -3.11
38 H -0.29 3.32 -1.15
39 H -1.58 2.40 -1.68
40 H -1.71 4.12 -1.69
41 H -1.33 3.69 -3.70
42 C 2.53 0.99 2.30
43 O 1.56 1.76 3.01
44 H 3.41 0.56 2.80
45 H 2.96 1.62 1.63
46 H 2.09 0.22 1.68
47 H 1.79 2.69 3.06
48 C -2.40 1.81 1.24
49 O -1.22 1.94 2.08
50 H -2.98 1.01 1.57
51 H -2.15 1.53 0.25
52 H -3.12 2.66 1.20
53 H -0.75 1.09 2.11
54 C -0.57 0.46 -4.39
55 O -0.63 -0.08 -3.06
56 H -0.70 -0.32 -5.21
57 H 0.43 0.95 -4.60
58 H -1.40 1.15 -4.66
59 H -1.58 -0.30 -2.93
60 C -1.02 -3.53 -3.01
61 O -0.24 -2.75 -3.92
62 H -1.81 -2.98 -2.49
63 H -0.44 -4.01 -2.27
64 H -1.58 -4.28 -3.54
65 H -0.21 -1.86 -3.60

Entry from the OMol25 dataset: 9 unconnected molecules or ions with the total composition C12H42O9 in a non-equilibrium geometry (ωB97M-V/def2-TZVPD).

Structure (SMILES)   CC(C)O.CC(C)O.CC(C)O.CC(C)O.O.O.O.O.O
LUMO   0.38 eV
Gap between HOMO and LUMO   0.363 hartree
Energy relative to the best compared isomer or geometry (same formula, charge and spin)   34.3 kcal per mole
Largest force on an atom   2.8 eV/A
HOMO level   -9.5 eV
Total energy   -31551.92962 eV

CARTESIAN COORDINATES (ANGSTROEM)
1 O 0.74 -0.63 -0.44
2 H 1.56 -0.39 -0.01
3 H 0.30 0.21 -0.58
4 O 2.58 2.94 -1.64
5 H 2.63 3.64 -2.29
6 H 1.81 2.44 -1.90
7 O -1.22 -2.51 0.97
8 H -1.03 -2.01 0.18
9 H -0.59 -2.20 1.62
10 O 2.86 0.41 0.69
11 H 3.54 -0.07 0.23
12 H 2.90 1.30 0.31
13 O 0.03 1.98 -1.17
14 H -0.76 2.36 -0.78
15 H -0.30 1.36 -1.82
16 C 2.07 3.37 3.40
17 C 1.63 2.01 3.90
18 C 0.44 2.09 4.90
19 O 1.33 1.16 2.82
20 H 2.50 3.93 4.23
21 H 1.14 3.87 3.11
22 H 2.78 3.24 2.59
23 H 2.54 1.62 4.35
24 H 0.23 1.05 5.18
25 H -0.48 2.50 4.49
26 H 0.50 2.75 5.76
27 H 1.95 1.17 2.09
28 C 1.99 -3.99 0.08
29 C 3.13 -3.20 -0.61
30 C 4.31 -3.99 -1.10
31 O 2.44 -2.60 -1.67
32 H 1.62 -4.78 -0.58
33 H 1.11 -3.48 0.47
34 H 2.41 -4.50 0.95
35 H 3.45 -2.39 0.04
36 H 4.53 -4.55 -0.19
37 H 5.16 -3.33 -1.24
38 H 4.09 -4.73 -1.87
39 H 1.77 -2.01 -1.31
40 C -2.25 1.11 1.10
41 C -3.78 1.15 0.55
42 C -4.81 1.38 1.63
43 O -3.90 2.16 -0.44
44 H -1.84 2.10 1.25
45 H -1.65 0.50 0.42
46 H -2.22 0.44 1.96
47 H -4.06 0.21 0.07
48 H -4.62 2.33 2.14
49 H -4.96 0.61 2.38
50 H -5.78 1.54 1.16
51 H -4.74 2.05 -0.88
52 C -1.52 -2.06 -3.95
53 C -1.70 -0.50 -3.95
54 C -3.06 0.05 -3.45
55 O -0.79 0.07 -3.07
56 H -1.85 -2.54 -3.03
57 H -0.44 -2.20 -4.07
58 H -2.06 -2.58 -4.74
59 H -1.43 -0.09 -4.92
60 H -3.15 -0.05 -2.37
61 H -3.86 -0.54 -3.91
62 H -3.28 1.09 -3.70
63 H 0.08 -0.25 -3.33

Entry from the OMol25 dataset: 9 unconnected molecules or ions with the total composition C12H43N17O9 in a non-equilibrium geometry (ωB97M-V/def2-TZVPD).

Spin multiplicity   2
LUMO (alpha / beta)   2.01 / 1.94 eV
Total charge   -1
Gap between HOMO and LUMO (alpha / beta)   0.068 / 0.312 hartree
Energy relative to the best compared isomer or geometry (same formula, charge and spin)   10.4 kcal per mole
Largest force on an atom   7.9 eV/A
HOMO level (alpha / beta)   0.1 / -6.6 eV
Total energy   -56904.35403 eV
<S²>   0.750

CARTESIAN COORDINATES (ANGSTROEM)
1 C -0.33 5.70 2.58
2 O -0.35 5.20 3.70
3 N -0.63 7.01 2.35
4 N -0.10 4.96 1.51
5 H -0.43 7.51 1.50
6 H -0.84 7.50 3.21
7 H -0.23 5.36 0.59
8 H -0.10 3.96 1.60
9 C 0.83 1.29 -0.31
10 O 0.82 1.70 -1.43
11 N -0.14 1.47 0.57
12 N 1.71 0.45 0.15
13 H -0.94 2.05 0.32
14 H -0.24 0.77 1.29
15 H 1.54 0.15 1.10
16 H 2.49 0.14 -0.41
17 C -0.35 0.53 4.22
18 O -0.24 0.17 3.04
19 N -0.12 -0.19 5.24
20 N -0.61 1.70 4.65
21 H -0.24 0.33 6.10
22 H 0.52 -0.96 5.14
23 H -0.75 2.50 4.04
24 H -0.48 1.86 5.64
25 C 5.52 0.25 -0.68
26 O 4.55 -0.47 -0.59
27 N 5.59 1.39 -0.16
28 N 6.54 -0.15 -1.36
29 H 4.84 1.70 0.44
30 H 6.38 2.00 -0.35
31 H 7.41 0.37 -1.39
32 H 6.51 -1.14 -1.58
33 C 2.44 -3.47 -1.52
34 O 3.55 -3.87 -1.93
35 N 2.28 -2.51 -0.71
36 N 1.38 -4.01 -1.88
37 H 3.11 -2.11 -0.29
38 H 1.36 -2.13 -0.57
39 H 0.68 -3.80 -1.17
40 H 1.32 -4.66 -2.64
41 C -0.13 -2.86 1.87
42 O -0.02 -3.73 1.07
43 N 0.94 -2.34 2.46
44 N -1.23 -2.24 2.18
45 H 1.88 -2.70 2.37
46 H 0.73 -1.54 3.03
47 H -0.99 -1.28 2.39
48 H -2.03 -2.54 1.64
49 C -3.19 3.72 -0.08
50 O -2.46 2.83 0.24
51 N -4.45 3.69 0.04
52 N -2.78 4.73 -0.80
53 H -4.81 2.80 0.35
54 H -5.04 4.28 -0.54
55 H -1.80 4.77 -1.06
56 H -3.33 5.57 -0.92
57 C 0.53 0.86 -4.62
58 O 0.44 0.66 -5.81
59 N -0.49 1.02 -3.81
60 N 1.64 0.86 -3.87
61 H -1.39 0.61 -4.01
62 H -0.38 1.44 -2.89
63 H 1.47 0.87 -2.87
64 H 2.58 0.70 -4.18
65 C -2.97 -4.97 -0.18
66 C -2.94 -4.47 -1.67
67 C -2.09 -3.14 -1.71
68 O -2.52 -2.12 -0.90
69 C -1.97 -0.85 -1.06
70 N -2.29 -5.48 -2.56
71 H -3.72 -4.42 0.38
72 H -1.97 -4.99 0.26
73 H -3.30 -6.01 -0.22
74 H -3.98 -4.19 -1.83
75 H -2.18 -2.78 -2.73
76 H -1.04 -3.34 -1.51
77 H -2.19 -0.34 -2.00
78 H -0.92 -0.73 -0.80
79 H -2.51 -0.29 -0.29
80 H -1.88 -4.93 -3.31
81 H -1.45 -5.68 -2.05

Q: What is the largest force on an atom in the sixth record?
A: 2.8 eV/A

Q: The lowest total energy belongs to which entry?
A: C12H41B2CoNO8

Q: What is the largest force on an atom in the third record?
A: 1.9 eV/A